1.
Below is the ion CH2N5S with charge -1, with properties calculated with ωB97M-V with the def2-TZVPD basis set.

The geometry in XYZ format:
```
9
Properties=species:S:1:pos:R:3
H -1.61377 0.38017 0.36880
N -1.94485 0.11440 -0.55989
C 0.65009 -0.28844 -0.25902
N 0.39149 0.25019 0.93046
S -0.67922 -0.96695 -1.17461
N 2.46816 0.45763 0.43262
N 1.93277 -0.19376 -0.59486
H -2.76724 -0.48237 -0.46317
N 1.56256 0.72913 1.31969
```

Computed properties:
charge	-1
HOMO	-3.90	eV
orbital gap	7.32	eV
2S+1	1
energy above the lowest of the compared OMol25 structures with the same formula, charge and spin	0.00	kJ/mol
maximum force	0.85	eV/A
SMILES string	NSc1nnn[n-]1

=====

2.
Below is the molecule C6H10, with properties calculated with ωB97M-V with the def2-TZVPD basis set.

The geometry in XYZ format:
```
16
Properties=species:S:1:pos:R:3
H 0.54044 1.66511 -0.47416
H -1.81253 -0.63013 -1.20357
C -0.89074 0.25003 0.52331
H 0.93810 -2.06419 -0.51625
C 0.82218 -1.12248 0.02376
C -0.31936 -1.00795 0.99522
C 1.74029 -0.09449 -0.18696
H 0.00116 -0.98444 2.04261
C -1.65117 0.35709 -0.75594
C 1.46341 1.25016 -0.10230
H -0.99863 -1.85729 0.85018
H 2.25878 1.96860 0.09197
H -2.62590 0.83594 -0.59036
H 2.76912 -0.40382 -0.40165
H -1.13021 0.96644 -1.51252
H -0.89398 1.11226 1.18224
```

Computed properties:
charge	0
HOMO (alpha / beta)	-7.31 / -7.25	eV
orbital gap (alpha / beta)	7.52 / 8.01	eV
2S+1	1
energy above the lowest of the compared OMol25 structures with the same formula, charge and spin	364.10	kJ/mol
maximum force	0.95	eV/A

=====

3.
Below is a structure of composition C10H14BF5N6OTeTi at a distorted geometry, with properties calculated with ωB97M-V with the def2-TZVPD basis set.

The geometry in XYZ format:
```
39
Properties=species:S:1:pos:R:3
C 3.60173 -0.80688 -2.06521
H 3.24808 -1.33691 -2.95532
F 3.97369 2.19750 1.63840
C -2.22156 2.69459 -1.09612
C 0.00911 2.80457 -0.97622
H -3.27718 2.83512 -1.26658
C -0.76157 -2.23796 -2.11655
H -1.93631 -1.33685 4.42407
H -3.69886 0.49151 0.00884
H 3.07440 -1.17559 -1.17155
H -3.73925 -0.58999 2.45013
B -2.52938 0.27011 -0.05465
C -1.72848 -0.98797 3.42457
N -0.63540 -0.38562 1.54790
F 4.62998 -0.16222 0.63049
N -2.13435 -0.86010 -1.05371
H 1.06280 3.05000 -0.96470
Te 3.41456 0.40961 1.94369
C -2.66320 -0.59655 2.44747
N -1.78005 1.54247 -0.56437
H -3.96115 -1.46382 -1.82002
H 0.18560 -2.68177 -2.36725
H -2.40896 -3.25336 -3.24691
N -0.79473 -1.21106 -1.21989
C -1.12419 3.52739 -1.35251
H 0.52449 -1.00807 3.21035
O 2.20135 0.45983 0.48723
H -1.13906 4.52647 -1.74876
H 4.67820 -0.97276 -1.95900
F 4.82060 0.08709 3.16543
Ti 0.52804 -0.08892 -0.00442
C -0.47720 -0.84392 2.82873
F 2.81817 -1.37027 2.21606
F 2.18310 0.97796 3.31242
N -2.00391 -0.21407 1.33705
C -2.07453 -2.50986 -2.53766
N -0.39047 1.58016 -0.50964
C -2.88952 -1.62560 -1.84250
H 3.41539 0.26572 -2.17930
```

Computed properties:
charge	+2
HOMO	-16.58	eV
orbital gap	6.73	eV
2S+1	1
energy above the lowest of the compared OMol25 structures with the same formula, charge and spin	0.00	kJ/mol
maximum force	3.37	eV/A

=====

4.
Below is a structure of composition C2H31Fe2O16 at a distorted geometry, with properties calculated with ωB97M-V with the def2-TZVPD basis set.

The geometry in XYZ format:
```
51
Properties=species:S:1:pos:R:3
H -0.49015 0.27157 3.18589
H 3.06812 -0.41746 1.58154
H 0.94166 -3.99128 -0.76952
O 0.86484 3.85981 -1.59303
O -2.45250 -3.34662 -1.72059
O 1.04137 -4.55466 -0.00212
H 0.95445 -1.75568 3.28283
H 1.74530 -4.14871 0.50377
H -1.09175 4.79036 0.96027
H -0.60222 -1.59435 0.23096
H -0.67569 -1.29454 -3.41774
H 4.29335 -0.62686 0.71734
C -0.45960 0.54387 -0.16153
Fe -2.62943 2.79850 -0.02708
H -1.28917 -0.12221 -2.68208
H -3.02716 -0.74459 -0.51168
O 3.66075 2.10510 -0.96634
H 0.33547 -0.74888 1.39301
O -4.00641 2.02429 1.61043
O 3.91067 -2.14416 -1.68812
H 1.86830 1.09800 -3.68830
H 3.64360 1.16133 -0.80745
O 1.53653 -2.46135 3.00097
H 2.77074 2.39771 -0.77012
O -1.08059 3.83340 0.94232
H -0.41782 3.58896 1.58823
O -3.91614 -0.50423 -0.77276
H 1.20773 3.70518 -0.71284
H -2.12131 -2.48577 -1.97650
H 1.06136 1.79216 -4.76481
O 3.64551 0.03281 0.96502
H 4.28640 -2.60687 -0.93915
O -1.29664 -1.54834 3.30144
H -1.89105 -2.16360 3.73082
H 0.99894 -1.09626 -0.15571
C 0.08583 -0.75502 0.33200
Fe -0.35746 2.52145 -2.67063
O -0.13694 1.08526 3.54561
H 1.25633 -3.22158 3.51063
H -3.93855 1.12880 1.94168
O 1.05719 1.58607 -3.83006
H -1.58684 -1.53106 2.38946
O -1.57112 0.96321 0.29922
H -3.05339 -3.59149 -2.42430
H 3.04609 -2.53811 -1.80448
H 0.83760 4.81302 -1.67594
H -3.80241 0.26335 -1.33322
O 0.16846 1.12128 -1.08256
H -0.50000 1.13421 4.42993
O -1.26785 -1.07905 -2.69722
H -4.62438 2.45300 2.20251
```

Computed properties:
charge	+3
HOMO (alpha / beta)	-17.47 / -17.47	eV
orbital gap (alpha / beta)	3.60 / 3.28	eV
2S+1	9
maximum force	4.08	eV/A

=====

5.
Below is a cluster of 7 separate species, C14H28Cl14 in total at a distorted geometry, with properties calculated with ωB97M-V with the def2-TZVPD basis set.

The geometry in XYZ format:
```
56
Properties=species:S:1:pos:R:3
H 27.71940 -5.33132 22.17983
H 19.95443 -5.90799 28.35482
C 26.89073 -3.88300 23.44047
H 24.91324 0.83609 26.40524
H 18.47296 -5.70786 30.37456
H 18.64537 0.60224 23.99631
Cl 18.84915 -7.59933 27.20768
H 24.72678 -8.14892 27.09532
Cl 25.99006 -6.49815 28.44147
C 25.49240 -7.38847 26.94155
C 26.26777 1.34522 24.83759
Cl 25.14476 -2.67491 26.38927
Cl 22.62306 -5.10688 19.51453
H 20.59665 -5.93179 20.38600
Cl 16.79583 -7.37323 29.73348
Cl 25.31418 -4.69475 23.25677
C 21.05965 -4.22291 21.47415
C 27.80427 -4.24913 22.27858
C 22.87097 -4.13604 25.96055
Cl 27.47739 2.33592 25.65965
C 24.88160 1.34581 25.44229
H 20.15689 -4.35541 22.07045
H 26.75758 0.37275 24.78751
H 22.11557 -6.15024 21.41897
Cl 27.70778 -6.75854 25.25042
Cl 27.19354 -3.49873 20.73798
C 26.74960 -7.94598 26.15634
H 21.93052 -4.22100 25.41609
H 23.55792 -4.92609 25.65725
C 18.55158 -0.40333 24.40634
C 18.43778 -6.60398 29.75500
C 18.93393 -6.29092 28.36187
H 24.93283 -6.67683 26.33445
H 18.32243 -5.53587 27.86781
C 21.49117 -5.48623 20.82122
H 28.82283 -3.97913 22.55737
Cl 16.82305 -0.94558 24.21602
H 18.63521 -0.18477 25.47093
H 24.49608 2.35300 25.60057
Cl 22.46830 -4.68209 27.65098
Cl 19.29262 -2.99813 24.68911
H 23.51640 -2.39669 24.83271
H 26.66485 -2.81871 23.37431
H 19.16959 -7.26785 30.21523
H 27.44071 -8.52641 26.76752
Cl 23.77945 0.47447 24.41048
H 20.68928 -1.10215 24.11502
H 26.27287 1.79387 23.84422
C 19.66446 -1.42939 23.93972
H 26.44113 -8.76704 25.50918
C 23.46656 -2.77516 25.85368
H 22.84683 -2.04883 26.37951
H 19.53195 -1.47896 22.85894
H 20.82931 -3.47929 20.71121
H 27.31946 -4.14771 24.40703
Cl 22.33637 -3.66096 22.57269
```

Computed properties:
charge	0
HOMO	-10.57	eV
orbital gap	10.92	eV
2S+1	1
energy above the lowest of the compared OMol25 structures with the same formula, charge and spin	137.22	kJ/mol
maximum force	2.56	eV/A
SMILES string	ClCCCl.ClCCCl.ClCCCl.ClCCCl.ClCCCl.ClCCCl.ClCCCl

=====

6.
Below is a structure of composition C30H46O3P2Tl at a distorted geometry, with properties calculated with ωB97M-V with the def2-TZVPD basis set.

The geometry in XYZ format:
```
82
Properties=species:S:1:pos:R:3
H 0.15909 -3.67678 0.33591
H -5.22402 -2.71262 -3.16462
H 0.77298 -2.34062 -4.58003
O 0.95297 0.64606 0.96874
C -4.85921 -0.11894 -2.69894
C 1.45255 -2.08869 3.06539
H 3.24932 -2.70946 2.10352
H 4.20696 3.98772 -0.71650
H -1.38807 -2.63205 -3.59097
O 1.95278 2.15280 2.63608
C 1.03704 -0.96824 -2.96179
H -2.79859 4.06252 3.71827
C -0.64420 -1.34120 3.63910
C 0.31303 -1.39775 -4.24272
C -0.41249 2.14717 2.22370
H 5.66450 1.90090 -2.72067
P 3.33597 2.52087 -2.37803
H -2.66879 -1.18773 4.25589
C -1.80789 3.67699 3.48558
C 1.34481 0.53989 -2.92881
H 0.57014 2.54205 -3.08270
H -4.22037 -3.20079 -4.56150
H -5.77790 -0.68237 -2.49538
C 0.81009 -3.77891 1.21605
H 1.91328 0.65680 -3.87467
C 0.73794 2.67208 2.87686
H 4.57817 0.55410 -3.20418
H 1.49495 4.10581 4.28517
C -1.21359 -1.66762 -4.11218
H -4.20655 -0.13862 -1.81968
H -0.18510 1.40784 -4.19222
C 0.50931 -2.74949 2.23493
H -2.02644 -2.50153 0.84684
C -1.67331 2.65772 2.54057
H -1.83655 2.10251 -2.63137
Tl -0.01113 -1.01454 -1.23257
H -1.62299 -1.82400 -5.13760
H -2.01608 0.29310 -4.19898
H 3.00312 0.20732 -1.51982
C 0.59528 3.71638 3.81128
H -2.53585 2.23146 2.02372
H 1.96438 -1.54614 -2.80400
H 5.11989 2.45505 -0.71760
C 0.15274 1.52412 -3.15329
H 1.75826 1.34078 -0.94222
C -0.25430 1.01756 1.26112
H 0.48026 -0.66704 -5.05900
C -0.78474 -2.27816 2.57760
C 1.34830 -0.36224 4.96695
H -1.93002 0.36041 3.80853
H 3.43402 -1.31344 3.19116
H -2.41948 -0.01624 -1.36239
H -2.89447 -2.15949 2.36192
C -1.06561 1.42555 -2.23202
H 1.85494 -3.71503 0.89070
C -1.63820 -0.00009 -2.12840
O -1.28703 0.47498 0.79252
H 3.50951 2.55075 0.08608
H -2.21588 -3.77635 2.07123
C 2.31756 1.01221 -1.82756
H 4.74135 1.99406 -4.24908
C 0.74050 -1.23058 3.94139
H 0.63163 -0.13725 5.76453
H 2.22871 -0.84561 5.40995
H -0.83608 1.78491 -1.22223
H -0.77368 4.99738 4.85534
C -4.24674 -2.59470 -3.64711
C -1.99367 -0.54227 -3.46590
C -0.66877 4.20014 4.11740
H 1.68202 0.59419 4.53412
C -2.04343 -2.69772 1.93110
P -4.05117 -0.83704 -4.17612
H -1.49897 -0.41056 5.34898
C 4.72038 1.64106 -3.20997
C -1.73998 -0.60778 4.29772
H 3.24753 -2.94371 3.86084
C 2.91907 -2.27333 3.05195
H -5.10906 0.92211 -2.93683
H -3.44753 -2.92452 -2.96941
C 4.11966 2.89513 -0.75827
H 0.65321 -4.79188 1.62168
H 1.74968 1.43066 1.89691
```

Computed properties:
charge	+1
HOMO (alpha / beta)	-10.01 / -10.01	eV
orbital gap (alpha / beta)	3.53 / 3.53	eV
2S+1	1
energy above the lowest of the compared OMol25 structures with the same formula, charge and spin	394.54	kJ/mol
maximum force	5.95	eV/A

=====

7.
Below is a cluster of 2 separate species, C4H9N4 in total at a distorted geometry, with properties calculated with ωB97M-V with the def2-TZVPD basis set.

The geometry in XYZ format:
```
17
Properties=species:S:1:pos:R:3
N 0.72392 1.40809 -0.74855
H 1.03297 1.09305 2.38390
H -1.04719 0.30627 2.50921
C -0.28920 -1.56351 0.28250
H -0.65421 -1.30234 2.74013
H -0.73999 0.60174 -1.96716
N -0.15437 -0.52316 0.94618
H 0.38475 -3.33053 -0.56377
H 1.48686 2.61792 1.63988
N 1.05043 1.70892 1.58103
H -1.31522 -2.81976 -1.00201
N -0.37016 -0.42566 2.31028
C 0.30310 0.91582 -1.99670
H 0.42066 1.71817 -2.72390
C 0.71314 1.23747 0.42713
C -0.40953 -2.60863 -0.45615
H 0.93296 0.07773 -2.29828
```

Computed properties:
charge	+1
HOMO	-13.77	eV
orbital gap	10.11	eV
2S+1	1
energy above the lowest of the compared OMol25 structures with the same formula, charge and spin	354.35	kJ/mol
maximum force	2.81	eV/A